# 1
Below is a cluster of 3 separate species, C3H10NO4 in total in a non-equilibrium geometry, with properties calculated with wB97M-V/def2-TZVPD.

Values from the calculation:
Orbital gap (Eh): 0.33330
Relative energy (zero: lowest compared OMol25 entry of this formula, charge and spin) (kJ/mol): 168.1
Highest occupied orbital energy (eV): -5.013
F_max (eV/A): 3.91

```
! RIJCOSX wB97M-V def2-TZVPD def2/J DEFGRID3
* xyz -1 1
C -0.820 2.110 -1.373
C -0.795 1.527 -0.048
C 0.044 0.272 -0.155
O 0.916 0.128 -1.048
O -0.452 -0.655 0.506
N -1.492 1.234 -2.347
H -1.354 3.169 -1.395
H 0.222 2.345 -1.651
H -0.775 2.356 0.725
H -1.805 1.186 0.194
H -2.475 0.926 -2.073
H -0.998 0.436 -2.504
H 0.073 -1.294 2.096
H 1.451 -1.223 2.754
O 0.514 -1.355 2.989
H 1.037 -2.170 1.087
H 1.836 -2.419 -0.099
O 1.855 -2.543 0.897
*
```



# 2
Below is a structure of composition C24H37BeCl8F6N8O4S2 in a non-equilibrium geometry, with properties calculated with wB97M-V/def2-TZVPD.

Values from the calculation:
Orbital gap (Eh): 0.08109
Relative energy (zero: lowest compared OMol25 entry of this formula, charge and spin) (kJ/mol): 153.4
Highest occupied orbital energy (eV): -12.380
F_max (eV/A): 7.08

```
! RIJCOSX wB97M-V def2-TZVPD def2/J DEFGRID3
* xyz 1 1
Be -2.919 1.210 2.065
C -1.112 -1.357 -1.360
F -2.238 -2.053 -1.241
F -0.065 -1.814 -0.593
F -0.698 -1.387 -2.612
S -1.452 0.512 -0.954
O -0.743 1.334 -1.951
O -2.870 0.642 -1.043
N -1.005 0.662 0.745
S 0.523 1.078 0.695
O 1.395 0.403 -0.312
O 0.697 2.499 0.689
C 1.181 0.291 2.347
F 2.484 0.526 2.486
F 0.500 0.848 3.354
F 0.866 -1.003 2.461
C -2.492 -4.319 -3.203
C -3.407 -4.657 -2.143
N -4.163 -4.899 -1.281
H -1.557 -3.949 -2.783
H -3.069 -3.476 -3.583
H -2.314 -5.112 -3.930
C 0.912 2.176 -4.639
C 0.644 2.636 -5.987
N 0.528 3.069 -7.052
H 0.778 1.097 -4.715
H 0.203 2.602 -3.928
H 1.896 2.499 -4.299
C 0.262 -2.671 5.085
C 0.797 -2.285 6.327
N 1.247 -1.852 7.271
H 1.050 -2.620 4.333
H -0.504 -1.950 4.797
H -0.129 -3.685 5.157
C 0.379 5.222 -1.095
C 1.147 6.377 -0.678
N 1.869 7.244 -0.355
H -0.330 5.395 -1.904
H -0.109 4.724 -0.256
H 1.155 4.592 -1.530
C -6.151 -2.023 -0.622
C -6.827 -1.649 -1.824
N -7.310 -1.340 -2.819
H -6.446 -1.325 0.161
H -5.093 -2.096 -0.871
H -6.536 -2.997 -0.320
C 2.742 -2.782 -1.179
C 1.746 -3.676 -0.665
N 0.964 -4.423 -0.203
H 2.225 -1.920 -1.601
H 3.420 -3.284 -1.869
H 3.336 -2.473 -0.319
C -2.727 0.901 7.245
C -2.355 0.702 5.818
N -2.152 0.570 4.712
H -3.185 -0.003 7.646
H -3.450 1.714 7.322
H -1.817 1.248 7.735
Cl 4.564 1.885 -4.197
C 5.094 1.559 -2.552
C 4.590 0.211 -2.038
Cl 5.049 -0.029 -0.340
H 4.671 2.351 -1.935
H 6.178 1.663 -2.500
H 5.141 -0.583 -2.541
H 3.523 0.121 -2.239
Cl 5.731 -4.917 2.749
C 4.007 -4.611 2.595
C 3.650 -3.085 2.837
Cl 3.984 -2.615 4.488
H 3.448 -5.151 3.360
H 3.673 -4.929 1.608
H 2.592 -2.933 2.622
H 4.218 -2.421 2.186
Cl 3.086 4.436 4.671
C 1.857 4.336 3.404
C 2.434 4.804 2.049
Cl 3.653 3.800 1.303
H 0.936 4.866 3.649
H 1.638 3.272 3.321
H 2.822 5.817 2.152
H 1.539 4.885 1.432
Cl -5.101 -0.830 -6.516
C -5.173 0.643 -5.461
C -4.475 0.415 -4.082
Cl -2.776 0.187 -4.470
H -6.249 0.805 -5.408
H -4.803 1.528 -5.980
H -4.748 -0.453 -3.483
H -4.472 1.278 -3.416
*
```



# 3
Below is an isolated molecule of C20H18N2O6, with properties calculated with wB97M-V/def2-TZVPD.

Values from the calculation:
Orbital gap (Eh): 0.25270
Relative energy (zero: lowest compared OMol25 entry of this formula, charge and spin) (kJ/mol): 168.3
Highest occupied orbital energy (eV): -7.943
SMILES string: COc1ccc(OCCOc2cccc(C=C3C(=O)NC(=O)NC3=O)c2)cc1
F_max (eV/A): 0.91

```
! RIJCOSX wB97M-V def2-TZVPD def2/J DEFGRID3
* xyz 0 1
C -1.393 -3.901 -0.888
O -0.021 -3.572 -0.859
C 0.356 -2.320 -1.232
C -0.506 -1.319 -1.669
C -0.013 -0.067 -1.978
C 1.344 0.223 -1.862
O 1.693 1.513 -2.159
C 2.975 2.015 -1.861
C 3.135 2.543 -0.418
O 3.664 1.595 0.487
C 2.858 0.692 1.107
C 3.516 -0.266 1.882
C 2.795 -1.268 2.507
C 1.426 -1.342 2.356
C 0.742 -0.364 1.615
C -0.667 -0.551 1.429
C -1.691 0.220 0.953
C -1.669 1.657 0.662
O -0.758 2.425 0.881
N -2.837 2.167 0.114
C -4.026 1.523 -0.124
O -4.990 2.067 -0.594
N -4.011 0.193 0.230
C -2.954 -0.520 0.756
O -3.093 -1.703 0.991
C 1.476 0.660 1.007
C 2.212 -0.793 -1.472
C 1.720 -2.043 -1.161
H -1.797 -3.838 -1.903
H -1.979 -3.263 -0.220
H -1.452 -4.932 -0.543
H -1.565 -1.502 -1.763
H -0.677 0.717 -2.309
H 3.094 2.861 -2.543
H 3.763 1.286 -2.072
H 3.883 3.341 -0.431
H 2.185 2.959 -0.067
H 4.589 -0.211 1.969
H 3.315 -2.008 3.097
H 0.873 -2.148 2.813
H -0.996 -1.554 1.691
H -2.822 3.160 -0.094
H -4.873 -0.321 0.082
H 0.948 1.412 0.453
H 3.274 -0.623 -1.388
H 2.388 -2.828 -0.843
*
```



# 4
Below is a cluster of 5 separate species, C23H64BN6O7P in total in a non-equilibrium geometry, with properties calculated with wB97M-V/def2-TZVPD.

Values from the calculation:
Orbital gap (Eh): 0.31359
Highest occupied orbital energy (eV): -8.684
SMILES string: CCNB(OCCNC[C@@H](C)O)[PH2]=O.COC[C@@H](C)N.COC[C@@H](C)N.COC[C@@H](C)N.COC[C@@H](C)N
F_max (eV/A): 2.72

```
! RIJCOSX wB97M-V def2-TZVPD def2/J DEFGRID3
* xyz 0 1
C -1.468 -0.941 -1.081
C -2.488 -1.730 -1.988
N -2.696 -3.105 -1.499
B -1.627 -4.025 -1.966
O -1.342 -4.039 -3.336
C -0.063 -4.603 -3.653
C 1.144 -3.630 -3.346
N 2.196 -4.193 -2.501
C 3.158 -5.031 -3.238
C 4.640 -4.796 -2.783
C 5.287 -6.091 -2.194
O 5.449 -4.267 -3.825
P -0.788 -5.115 -0.621
O 0.311 -4.385 0.152
H -2.064 -0.565 -0.229
H -1.155 -0.063 -1.679
H -0.617 -1.570 -0.766
H -3.455 -1.195 -1.865
H -2.236 -1.651 -3.065
H -3.618 -3.463 -1.728
H -0.057 -4.754 -4.754
H 0.095 -5.620 -3.232
H 1.628 -3.376 -4.312
H 0.790 -2.655 -2.943
H 1.825 -4.760 -1.748
H 3.050 -4.978 -4.339
H 2.944 -6.093 -2.966
H 4.593 -4.073 -1.940
H 6.140 -5.862 -1.526
H 4.571 -6.678 -1.580
H 5.623 -6.774 -3.002
H 6.105 -3.685 -3.452
H -1.824 -5.444 0.316
H -0.360 -6.345 -1.215
C 1.791 -4.464 6.070
O 1.067 -4.196 4.883
C 1.615 -3.167 4.073
C 2.790 -3.609 3.182
C 4.103 -3.784 3.941
N 2.489 -4.847 2.460
H 2.233 -3.558 6.493
H 2.564 -5.213 5.887
H 1.095 -4.882 6.798
H 0.800 -2.851 3.417
H 1.881 -2.296 4.686
H 2.948 -2.817 2.443
H 4.137 -4.715 4.507
H 4.941 -3.808 3.243
H 4.271 -2.956 4.635
H 1.672 -4.689 1.870
H 2.166 -5.525 3.146
C -0.488 3.300 -1.268
O -1.805 3.058 -0.802
C -1.887 2.661 0.558
C -1.808 3.818 1.569
C -0.400 4.372 1.761
N -2.707 4.918 1.207
H 0.242 2.627 -0.812
H -0.207 4.342 -1.094
H -0.480 3.136 -2.347
H -2.869 2.191 0.664
H -1.143 1.885 0.776
H -2.133 3.421 2.536
H -0.092 5.022 0.942
H -0.350 4.969 2.674
H 0.332 3.566 1.851
H -3.663 4.565 1.187
H -2.516 5.157 0.236
C 3.208 1.805 -3.572
O 2.243 2.822 -3.363
C 2.599 4.094 -3.882
C 2.359 4.259 -5.393
C 3.397 3.555 -6.261
N 1.022 3.800 -5.785
H 4.229 2.192 -3.521
H 3.038 1.306 -4.528
H 3.081 1.060 -2.787
H 1.957 4.809 -3.360
H 3.632 4.344 -3.609
H 2.427 5.329 -5.613
H 3.232 2.479 -6.318
H 3.354 3.936 -7.283
H 4.408 3.727 -5.884
H 0.327 4.348 -5.284
H 0.903 2.861 -5.413
C -6.602 4.338 6.436
O -7.310 4.660 5.252
C -6.741 5.709 4.486
C -5.563 5.283 3.592
C -4.261 5.061 4.352
N -5.875 4.072 2.822
H -6.152 5.221 6.898
H -5.837 3.585 6.234
H -7.312 3.903 7.141
H -7.546 6.061 3.835
H -6.469 6.553 5.132
H -5.387 6.098 2.883
H -4.242 4.110 4.885
H -3.421 5.050 3.656
H -4.084 5.860 5.075
H -6.682 4.258 2.231
H -6.213 3.373 3.479
*
```



# 5
Below is an isolated molecule of C16H22N2O7S in a non-equilibrium geometry, with properties calculated with wB97M-V/def2-TZVPD.

Values from the calculation:
Orbital gap (Eh): 0.34821
Relative energy (zero: lowest compared OMol25 entry of this formula, charge and spin) (kJ/mol): 118.8
Highest occupied orbital energy (eV): -8.891
SMILES string: CCOCCCNS(=O)(=O)c1ccc2c(c1)oc(=O)n2CC(=O)OCC
F_max (eV/A): 1.06

```
! RIJCOSX wB97M-V def2-TZVPD def2/J DEFGRID3
* xyz 0 1
C 6.887 1.517 1.163
C 5.431 1.067 1.073
O 5.244 -0.089 0.282
C 5.374 0.114 -1.111
C 4.846 -1.127 -1.828
C 3.326 -1.260 -1.721
N 2.843 -1.303 -0.357
S 2.242 0.115 0.285
O 2.597 1.269 -0.496
O 2.495 0.117 1.693
C 0.489 -0.179 0.034
C -0.196 0.543 -0.927
C -1.548 0.327 -1.157
C -2.166 -0.637 -0.382
C -1.458 -1.363 0.590
C -0.118 -1.150 0.817
O -2.312 -2.231 1.207
C -3.548 -2.063 0.665
O -4.533 -2.660 0.987
N -3.459 -1.106 -0.330
C -4.597 -0.568 -1.017
C -4.827 0.906 -0.675
O -5.418 1.667 -1.390
O -4.295 1.204 0.503
C -4.381 2.563 0.946
C -3.243 3.394 0.375
H 7.515 0.686 1.476
H 7.245 1.885 0.204
H 6.972 2.317 1.893
H 4.801 1.880 0.688
H 5.058 0.783 2.059
H 6.431 0.268 -1.378
H 4.801 1.000 -1.414
H 5.125 -1.078 -2.882
H 5.317 -2.006 -1.384
H 2.842 -0.403 -2.195
H 2.999 -2.174 -2.230
H 3.519 -1.695 0.283
H 0.348 1.289 -1.483
H -2.092 0.890 -1.898
H 0.444 -1.680 1.566
H -4.488 -0.663 -2.102
H -5.471 -1.144 -0.696
H -5.349 2.974 0.641
H -4.323 2.507 2.034
H -3.336 3.462 -0.707
H -2.285 2.942 0.620
H -3.281 4.396 0.792
*
```